Entry 1:
{"formula": "C6H11N4O2", "method": "ωB97M-V/def2-TZVPD", "species": ["C", "C", "C", "C", "C", "C", "N", "N", "N", "N", "O", "O", "H", "H", "H", "H", "H", "H", "H", "H", "H", "H", "H"], "coordinates": [[-0.7819, 0.1713, -0.6412], [-2.7019, 1.3386, -0.2017], [-2.8103, -0.9194, 0.2651], [0.9747, 1.4210, 0.8429], [-0.2584, -1.8131, 0.2841], [2.9831, -0.1552, -0.6569], [-1.4184, 1.3720, -0.5211], [-1.4019, -1.0016, 0.0961], [-3.4720, 0.2018, 0.0640], [0.7707, 0.1848, 0.0087], [0.7263, -0.9627, 0.7339], [1.6073, 0.0825, -1.0282], [-0.4647, -0.0714, -1.5889], [-3.1444, 2.2917, 0.0224], [2.1275, 1.4180, 1.2409], [0.7670, 2.2743, 0.2070], [0.1411, 1.4334, 1.5382], [-0.0451, -2.3097, -0.6385], [-3.2083, -1.7183, 0.7991], [-0.5038, -2.6355, 1.0926], [3.3750, -0.8528, -1.3776], [3.1303, -0.5826, 0.3140], [3.6081, 0.8329, -0.8549]], "lumo_energy_ha": -0.142, "smiles": "CO[N@+]1(C)OCN2C=NC=N[C@H]21", "multiplicity": 1, "max_force_ev_per_a": 5.08, "orbital_gap_ev": 9.9187, "e_above_lowest_ev": 5.878, "total_charge": 1}

---

Entry 2:
{"formula": "C41H39BClN10O7PS2W", "method": "ωB97M-V/def2-TZVPD", "species": ["W", "C", "C", "C", "C", "N", "N", "B", "N", "C", "C", "C", "C", "N", "N", "C", "C", "C", "C", "N", "N", "C", "C", "C", "C", "N", "H", "H", "H", "H", "H", "H", "H", "H", "H", "H", "H", "H", "H", "H", "H", "H", "H", "H", "H", "H", "O", "Cl", "O", "O", "O", "S", "P", "S", "C", "C", "C", "C", "C", "C", "C", "C", "C", "C", "C", "C", "H", "H", "H", "H", "H", "H", "H", "H", "H", "H", "N", "C", "C", "C", "C", "C", "N", "C", "H", "H", "H", "H", "O", "C", "C", "C", "C", "C", "C", "C", "O", "O", "H", "H", "H", "H", "H"], "coordinates": [[-0.0519, -0.3144, -0.8511], [-0.3660, 3.1842, 0.1870], [-1.0512, 2.6876, -1.0349], [-1.9171, 3.3973, -1.8478], [-2.2807, 2.5303, -2.8615], [-1.6665, 1.3660, -2.6779], [-0.9005, 1.4403, -1.5469], [-1.7736, 0.0942, -3.5869], [-2.4390, -0.9893, -2.7366], [-3.5162, -1.7503, -2.9276], [-3.7377, -2.4851, -1.7851], [-2.7445, -2.1166, -0.8876], [-2.6960, -2.6226, 0.5165], [-1.9253, -1.2168, -1.4864], [-0.3247, -0.3591, -3.8995], [0.2195, -0.7498, -5.0511], [1.5755, -0.9242, -4.8591], [1.8119, -0.6172, -3.5248], [3.1534, -0.5753, -2.8664], [0.6347, -0.2987, -2.9354], [-2.4946, 0.4594, -4.8472], [-2.0266, 1.2724, -5.8385], [-3.0844, 1.6259, -6.6240], [-4.2055, 0.9924, -6.0320], [-5.6284, 1.0264, -6.4803], [-3.8456, 0.3105, -4.9620], [-0.9966, 3.9279, 0.6707], [0.5736, 3.6785, -0.0743], [-0.1467, 2.4143, 0.9210], [-2.2463, 4.4121, -1.7065], [-2.9330, 2.6758, -3.7083], [-4.0696, -1.6712, -3.8465], [-4.5363, -3.1826, -1.5994], [-2.7364, -3.7118, 0.4987], [-3.5844, -2.2701, 1.0445], [-1.8229, -2.3327, 1.0767], [-0.3880, -0.8710, -5.9329], [2.3072, -1.2262, -5.5887], [3.8605, -1.1317, -3.4793], [3.1713, -1.0198, -1.8740], [3.5181, 0.4519, -2.7983], [-0.9864, 1.5519, -5.8991], [-3.0687, 2.2468, -7.5044], [-6.0107, 2.0475, -6.4847], [-6.2457, 0.4274, -5.8140], [-5.7257, 0.6347, -7.4932], [2.2345, -2.9623, -0.9414], [0.8615, -2.5971, -1.1313], [0.1952, -2.3341, 0.2076], [0.1292, -3.5611, -1.8917], [1.6048, -0.1915, 0.3930], [4.8690, 0.7921, 0.6054], [4.5968, -1.1158, 0.9572], [1.9248, 1.0427, -0.4826], [4.1308, -1.5459, 2.6509], [2.8462, -2.0111, 2.9221], [2.4933, -2.3514, 4.2221], [3.4249, -2.2332, 5.2424], [4.7070, -1.7654, 4.9741], [5.0640, -1.4201, 3.6809], [5.9473, -2.1898, 0.4699], [5.9905, -3.4975, 0.9582], [6.9898, -4.3579, 0.5328], [7.9385, -3.9234, -0.3834], [7.8915, -2.6249, -0.8755], [6.8963, -1.7577, -0.4555], [2.1259, -2.1211, 2.1214], [1.4921, -2.7040, 4.4267], [3.1539, -2.5089, 6.2544], [5.4316, -1.6703, 5.7733], [6.0587, -1.0456, 3.4730], [5.2519, -3.8372, 1.6742], [7.0288, -5.3683, 0.9179], [8.7190, -4.5973, -0.7118], [8.6377, -2.2855, -1.5817], [6.8625, -0.7395, -0.8230], [5.7634, 1.8996, 4.1197], [4.6193, 1.7895, 4.1113], [3.1882, 1.6592, 4.1114], [2.5116, 1.1712, 5.2238], [1.1335, 1.0922, 5.1688], [0.4894, 1.4956, 4.0101], [1.1271, 1.9486, 2.9286], [2.4521, 2.0313, 2.9905], [3.0600, 0.8717, 6.1063], [0.5605, 0.7253, 6.0092], [-0.5927, 1.4554, 3.9483], [2.9702, 2.4096, 2.1174], [-0.3722, -1.2043, 3.0611], [-1.6137, -0.8242, 3.4339], [-2.0377, -1.2842, 4.6799], [-3.2743, -0.9273, 5.1751], [-4.1185, -0.0939, 4.4438], [-3.7040, 0.3647, 3.2142], [-2.4584, 0.0055, 2.6794], [-2.1528, 0.5505, 1.3342], [-2.8117, 1.3747, 0.7628], [-0.9933, 0.0297, 0.7994], [-0.1439, -0.7752, 2.2226], [-1.3681, -1.9232, 5.2409], [-3.5850, -1.2974, 6.1440], [-5.0858, 0.1884, 4.8350], [-4.3362, 1.0111, 2.6200]], "s_squared": 3.768, "lumo_energy_ha": [-0.157, -0.196], "multiplicity": 4, "max_force_ev_per_a": 0.93, "orbital_gap_ev": [5.4987, 5.7417], "e_above_lowest_ev": 1.680, "total_charge": 1}

---

Entry 3:
{"formula": "C3H8N2O2", "method": "ωB97M-V/def2-TZVPD", "species": ["N", "C", "O", "N", "C", "C", "O", "H", "H", "H", "H", "H", "H", "H", "H"], "coordinates": [[0.7267, -1.0996, -1.5802], [0.7463, -0.4256, -0.3162], [2.0224, -0.6318, 0.1925], [0.3844, 0.9696, -0.4827], [-0.5851, 1.3143, 0.5453], [-1.2281, -0.0327, 0.8701], [-0.1745, -0.9536, 0.6549], [1.2947, -1.9370, -1.5046], [-0.2226, -1.3821, -1.8005], [0.0467, 1.1229, -1.4244], [-1.2925, 2.0697, 0.1933], [-0.0713, 1.7180, 1.4275], [-2.0769, -0.2441, 0.2010], [-1.5654, -0.1299, 1.9061], [1.9953, -0.3582, 1.1178]], "lumo_energy_ha": 0.032, "smiles": "N[C@@]1(O)NCCO1", "multiplicity": 1, "max_force_ev_per_a": 0.26, "orbital_gap_ev": 10.3118, "e_above_lowest_ev": 1.042}

---

Entry 4:
{"formula": "C16H8Cl2F3MoN2O3STe4", "method": "ωB97M-V/def2-TZVPD", "species": ["Mo", "S", "C", "C", "C", "C", "C", "N", "H", "H", "H", "H", "Cl", "C", "C", "C", "Cl", "C", "C", "C", "C", "N", "C", "C", "O", "H", "H", "H", "H", "Te", "Te", "Te", "Te", "F", "C", "F", "F", "C", "O", "O"], "coordinates": [[0.4665, 0.0604, 0.0894], [0.1618, -2.3510, -0.5939], [1.1354, -1.8483, -1.9118], [1.4546, -2.4946, -3.1200], [2.2841, -1.8537, -4.0051], [2.7960, -0.5803, -3.7105], [2.4297, 0.0077, -2.5246], [1.6142, -0.6211, -1.6695], [1.0477, -3.4768, -3.3176], [2.5499, -2.3340, -4.9392], [3.4628, -0.0684, -4.3890], [2.7773, 0.9824, -2.2065], [2.3060, 4.4800, -1.6031], [0.9417, 3.6070, -2.2142], [0.2858, 4.0946, -3.3553], [-0.7764, 3.4287, -3.8932], [-1.5686, 4.0591, -5.3127], [-1.2361, 2.2262, -3.3086], [-2.3376, 1.4624, -3.7639], [-2.6891, 0.3152, -3.1160], [-1.9155, -0.1233, -2.0192], [-0.8956, 0.5718, -1.5833], [-0.5709, 1.7606, -2.1626], [0.5419, 2.4463, -1.5705], [1.1462, 1.9372, -0.5393], [0.6394, 5.0114, -3.8063], [-2.8916, 1.8054, -4.6275], [-3.5327, -0.2787, -3.4376], [-2.1165, -1.0585, -1.5149], [-0.4784, -1.0078, 2.3700], [0.8976, -3.2977, 2.8551], [3.3170, -2.5810, 1.7302], [2.8705, 0.0387, 1.2739], [-3.2641, 2.6064, 1.2803], [-2.1359, 3.2740, 1.5647], [-1.9532, 4.1800, 0.5751], [-2.3502, 3.9566, 2.6973], [-0.8748, 2.3689, 1.6582], [0.0584, 2.7495, 2.3242], [-1.0072, 1.3249, 0.9243]], "lumo_energy_ha": 0.057, "multiplicity": 1, "max_force_ev_per_a": 0.58, "orbital_gap_ev": 5.3935, "total_charge": -1}

---

Entry 5:
{"formula": "C7H9N2O2", "method": "ωB97M-V/def2-TZVPD", "species": ["C", "C", "C", "C", "C", "C", "C", "N", "N", "O", "O", "H", "H", "H", "H", "H", "H", "H", "H", "H"], "coordinates": [[-2.1479, 1.2500, 0.2285], [-0.7860, 1.5813, 0.0647], [-2.3650, -0.1064, 0.1517], [1.9296, -0.8708, 0.8333], [1.2938, 0.1468, 0.2888], [2.1993, 1.2498, -0.3639], [-1.0507, -1.9523, -0.6596], [-0.0039, 0.3680, -0.0018], [-1.1739, -0.7989, 0.1691], [-0.2751, 2.7163, 0.0066], [-3.4335, -0.7643, 0.1569], [-2.9857, 1.9140, 0.4007], [1.4440, -1.7408, 1.3949], [2.9740, -0.8764, 0.8815], [2.7827, 1.5516, 0.6001], [1.6933, 2.0892, -0.8152], [3.0924, 0.9449, -0.8663], [-2.1032, -2.0600, -1.0851], [-0.2832, -1.8679, -1.4140], [-0.8009, -2.7741, 0.0291]], "lumo_energy_ha": 0.136, "smiles": "C=C(C)n1c(=O)cc([O-])n1C", "multiplicity": 1, "max_force_ev_per_a": 5.21, "orbital_gap_ev": 7.3541, "e_above_lowest_ev": 2.007, "total_charge": -1}

---

Entry 6:
{"formula": "C4H3FeLi2O2", "method": "ωB97M-V/def2-TZVPD", "species": ["C", "O", "Fe", "Li", "H", "C", "C", "C", "O", "Li", "H", "H"], "coordinates": [[-0.5380, -1.5840, 0.3670], [-0.3341, -2.1490, 1.4970], [-1.4940, 1.4501, -0.0739], [0.8329, -2.1361, 2.8079], [0.3231, 0.2078, 0.7539], [0.0494, -0.4263, -0.1099], [0.2433, 0.1267, -1.4786], [0.3025, 1.4870, -1.6241], [-0.8249, 2.3276, -1.6637], [0.9241, 0.8843, 1.8493], [-0.7314, -2.2176, -0.5558], [1.2472, 2.0295, -1.7688]], "s_squared": 12.054, "lumo_energy_ha": [-0.201, -0.207], "multiplicity": 7, "max_force_ev_per_a": 4.13, "orbital_gap_ev": [4.7318, 6.7263], "e_above_lowest_ev": 0.000, "total_charge": 1}